[1]
Below is C28H49BrN2O2Si4TeV as an isolated structure at a distorted geometry, with properties calculated with ωB97M-V with the def2-TZVPD basis set.

```
! RIJCOSX wB97M-V def2-TZVPD def2/J DEFGRID3
* xyz 1 3
V 0.060 0.496 -1.359
O -1.770 0.418 -0.815
C -1.890 0.096 -2.041
O -1.042 -0.678 -2.544
C -2.942 0.685 -2.889
C -3.901 1.560 -2.386
C -4.784 2.169 -3.260
C -4.714 1.921 -4.624
C -3.797 1.003 -5.114
C -2.926 0.375 -4.249
H -3.931 1.763 -1.324
H -5.531 2.845 -2.875
H -5.364 2.448 -5.306
H -3.740 0.794 -6.171
H -2.208 -0.352 -4.607
C -0.160 -3.942 2.311
C 0.471 -3.113 1.165
N -0.261 -1.877 0.992
C -1.652 -2.158 0.708
C -2.312 -2.884 1.907
N -1.245 -3.123 2.911
C -0.707 -1.826 3.402
C -0.138 -1.060 2.180
H 0.568 -4.189 3.085
H -0.595 -4.871 1.938
H 0.443 -3.671 0.228
H 1.512 -2.867 1.376
H -1.705 -2.769 -0.196
H -2.156 -1.212 0.497
H -2.743 -3.843 1.610
H -3.099 -2.282 2.370
H -1.646 -3.634 3.701
H 0.065 -2.038 4.143
H -1.514 -1.275 3.887
H 0.917 -0.822 2.324
H -0.669 -0.120 2.012
C 0.490 1.566 -4.371
Si 0.265 3.454 -4.168
C 0.696 4.171 -5.881
C -1.564 3.843 -3.774
Si 1.494 4.238 -2.276
Te 0.611 2.695 -0.352
Si 3.826 3.984 -2.763
C 4.115 2.478 -3.911
C 4.875 3.786 -1.178
C 4.388 5.549 -3.713
Si 0.947 6.389 -1.375
C -0.896 6.568 -0.876
C 1.999 6.649 0.200
C 1.368 7.751 -2.644
H -0.336 1.118 -4.918
H 0.538 1.084 -3.382
H 1.414 1.311 -4.884
H 0.022 3.783 -6.641
H 1.707 3.913 -6.177
H 0.613 5.252 -5.893
H -2.240 3.511 -4.556
H -1.696 4.914 -3.664
H -1.888 3.382 -2.842
H 3.672 1.571 -3.506
H 5.173 2.284 -4.062
H 3.685 2.650 -4.893
H 4.322 3.265 -0.402
H 5.157 4.754 -0.778
H 5.790 3.231 -1.359
H 3.617 5.910 -4.389
H 5.274 5.361 -4.314
H 4.631 6.362 -3.035
H -1.241 5.694 -0.329
H -1.538 6.690 -1.743
H -1.050 7.433 -0.237
H 1.882 5.814 0.885
H 1.722 7.553 0.734
H 3.054 6.726 -0.040
H 0.877 7.581 -3.596
H 2.434 7.801 -2.833
H 1.058 8.729 -2.291
Br 5.718 -2.927 -1.994
C 4.122 -1.924 -1.682
C 2.891 -2.544 -1.807
C 1.738 -1.816 -1.560
C 1.765 -0.470 -1.176
C 3.034 0.110 -1.068
C 4.202 -0.593 -1.317
H 2.833 -3.579 -2.108
H 0.782 -2.313 -1.697
H 3.128 1.148 -0.764
H 5.159 -0.100 -1.236
*
```

Its expectation value of S² is 2.05. The value obtained for the LUMO energy (spin up / spin down) is -2.86 / -2.87 eV.


[2]
Below is one molecule with the formula C4H9N3S at a distorted geometry, with properties calculated with ωB97M-V with the def2-TZVPD basis set.

```
! RIJCOSX wB97M-V def2-TZVPD def2/J DEFGRID3
* xyz 0 1
C 2.882 -0.002 0.339
C 1.652 0.817 0.066
C -1.747 -0.083 -0.248
C -2.967 0.614 -0.602
H 3.791 0.639 0.403
H 2.800 -0.546 1.278
H 3.051 -0.728 -0.464
H 1.767 1.367 -0.902
H 1.491 1.561 0.837
H 0.359 -0.679 0.761
H -1.164 -2.006 -0.160
H -2.712 -1.744 0.318
H -2.800 1.617 -0.976
N 0.488 -0.056 -0.068
N -0.645 0.581 -0.426
N -1.772 -1.356 0.307
S -4.476 0.004 -0.464
*
```

As for the SMILES: CCN/N=C(\N)C=S. The relative energy (zero: lowest compared OMol25 entry of this formula, charge and spin) comes out at 29.4 kcal/mol. The value obtained for the LUMO energy is -0.61 eV.


[3]
Below is C21H25Al2B2ClF5LiMgN3O17P2S as an isolated structure at a distorted geometry, with properties calculated with ωB97M-V with the def2-TZVPD basis set.

```
! RIJCOSX wB97M-V def2-TZVPD def2/J DEFGRID3
* xyz 1 1
C 1.084 4.298 0.851
O -0.102 3.521 0.804
B -0.071 2.428 -0.058
O -0.243 2.529 -1.363
C 0.296 0.974 0.575
O 1.728 1.136 0.809
C 2.226 0.914 -0.437
O 3.225 1.430 -0.879
O 1.504 0.020 -1.094
C 0.271 -0.231 -0.356
C 0.434 -1.605 0.312
C 1.671 -1.776 1.215
C 2.317 -3.164 0.991
C 3.351 -3.135 -0.140
S 4.908 -2.401 0.380
C 5.148 -1.366 -1.000
N 4.708 -1.557 -2.182
N 5.138 -0.479 -2.938
C 5.800 0.262 -2.147
O 5.868 -0.236 -0.882
C -0.964 -0.330 -1.261
P -0.675 -0.951 -2.962
O -0.711 0.156 -3.891
O -1.900 -1.944 -3.225
O 0.647 -1.886 -3.069
H 0.999 5.188 0.232
H 1.965 3.742 0.494
H 1.266 4.562 1.890
H 0.522 3.236 -1.680
H -0.345 0.821 1.448
H -0.454 -1.882 0.917
H 0.510 -2.336 -0.495
H 1.358 -1.766 2.261
H 2.436 -1.043 1.009
H 2.804 -3.421 1.929
H 1.523 -3.886 0.763
H 3.611 -4.198 -0.356
H 2.967 -2.633 -1.036
H 6.270 1.191 -2.412
H -1.524 0.596 -1.340
H -1.631 -1.057 -0.790
H -1.652 -2.872 -3.185
H 0.432 -2.820 -2.981
Mg 2.087 -4.996 -1.357
Cl 1.528 3.826 -2.993
O -5.655 -1.417 -2.794
P -5.191 -0.189 -3.664
O -4.150 0.622 -2.961
O -6.521 0.578 -3.945
O -4.641 -0.808 -4.922
Li 4.130 2.831 0.327
Al -1.546 -1.799 2.498
N 6.977 4.703 2.411
C 8.146 4.316 1.798
C 8.877 5.443 1.553
C 8.129 6.552 2.039
C 6.965 6.067 2.564
H 6.248 4.084 2.710
H 8.352 3.279 1.593
H 9.844 5.474 1.081
H 8.418 7.588 2.007
H 6.134 6.568 3.030
C -8.199 -1.384 0.290
C -6.908 -0.803 0.068
C -6.140 -0.443 1.310
O -5.003 -0.011 1.309
C -6.819 -0.622 2.579
C -8.133 -1.200 2.813
C -8.852 -1.661 1.563
O -9.919 -2.222 1.587
O -8.637 -1.318 3.902
O -6.415 -0.595 -1.027
H -8.790 -1.675 -0.573
H -6.243 -0.279 3.432
B -4.936 -4.358 1.636
F -3.942 -4.095 2.664
F -5.653 -5.482 1.927
F -5.764 -3.209 1.674
F -4.303 -4.474 0.404
Al -7.518 -1.101 -4.081
F -2.673 -5.818 2.825
*
```

The value obtained for the LUMO energy is -8.93 eV.